An isolated ion of composition C5H10IN2 and charge +1 at a distorted geometry. Source: the Open Molecules 2025 dataset; level of theory: ωB97M-V/def2-TZVPD.

Positions of all 18 atoms, in Å:
C1 0.96802 0.49558 -0.07451
C2 -0.61066 -1.17601 -0.05004
C3 -1.35636 0.04213 -0.63069
C4 1.77370 -1.71250 0.72684
C5 -0.91930 2.38063 -0.24882
N1 0.83567 -0.75972 0.18409
N2 -0.43498 1.11952 -0.80531
I1 2.48032 1.81353 0.30250
H1 -1.05125 -1.65820 0.78771
H2 -0.67144 -2.08473 -0.76740
H3 -1.71563 -0.34244 -1.70324
H4 -2.23867 0.18305 0.00153
H5 2.42704 -2.37177 0.03104
H6 2.47609 -1.26000 1.47845
H7 1.19294 -2.37507 1.20682
H8 -1.04357 2.10769 0.85713
H9 -1.91836 2.53952 -0.63879
H10 -0.19356 3.05879 -0.65730

Its SMILES is CN1CC[N+](C)=C1I. Its LUMO energy is -0.156 hartree. As for the charge: +1. The molar mass is 225.053 g mol⁻¹. The energy above the lowest of the compared OMol25 structures with the same formula, charge and spin is 2.682 eV. As for the total energy: -16418.632 eV.